The following is a quantum chemistry calculation of H18O9 as an isolated structure, from OMol25.

HOMO level = -8.7 eV
maximum force = 10.01 eV/Å
orbital gap = 8.728 eV

CARTESIAN COORDINATES (ANGSTROEM)
H: -0.3727 1.2911 -1.9332
H: -0.1371 0.1242 -0.9883
H: 0.9942 0.5257 2.4330
H: 1.1605 0.9278 3.8892
H: 0.0060 -3.7105 0.8059
H: 0.9913 -3.6099 1.9587
H: 3.9554 -0.4365 -1.9515
H: 3.2755 0.7876 -1.3604
H: -2.3132 -3.1736 1.8164
H: -1.2777 -2.1347 1.4183
H: 2.5112 -3.0884 -2.5300
H: 1.6527 -4.3074 -2.8250
H: -2.4256 2.1151 1.7075
H: -2.6635 2.9557 2.9512
H: -4.7154 0.5796 0.6454
H: -4.1227 1.4283 -0.4674
H: 2.6157 4.7286 -3.0867
H: 1.1687 4.5083 -2.6775
O: -0.7472 0.8498 -1.1625
O: 1.0553 1.2985 3.0058
O: 0.3047 -3.1126 1.5003
O: 4.0160 0.1870 -1.2190
O: -1.3837 -2.9451 1.9293
O: 1.6682 -3.3482 -2.9184
O: -3.1300 2.4917 2.2469
O: -3.8867 0.7628 0.1887
O: 1.8000 4.3051 -3.3768